(1)
90
Properties=species:S:1:pos:R:3:mulliken_spin:R:1 method="wB97M-V/def2-TZVPD" relative_energy_kj_mol=104.4 spin_multiplicity=2 charge=+1
Fe -0.57633 -1.04922 0.99399 0.051
Cl 2.92375 0.14962 2.66498 0.000
C 1.40244 -0.13361 3.48197 -0.007
C 0.29701 -0.58623 2.77078 0.020
C -0.78353 -0.84972 3.59712 0.009
Cl -2.20429 -1.47221 2.70642 0.003
C -0.88114 -0.68648 4.96924 -0.011
Cl -2.32104 -1.06327 5.82209 0.000
C 0.24864 -0.19325 5.62040 0.002
Cl 0.21968 0.06245 7.31546 0.000
C 1.39782 0.07597 4.87044 0.000
Cl 2.78642 0.66897 5.69555 0.000
C -3.30680 -3.02607 -1.73868 -0.008
C -2.72886 -2.49806 -0.57763 0.029
N -1.50218 -2.00434 -0.55512 -0.037
C -0.80066 -1.98879 -1.71022 -0.014
C -1.28361 -2.49985 -2.91696 -0.046
C -2.58353 -3.03334 -2.90787 0.004
C -0.44021 -2.43570 -4.07815 0.000
C 0.78985 -1.87531 -4.01021 0.001
C 1.28700 -1.31215 -2.78487 -0.018
C 2.53851 -0.67833 -2.66685 -0.002
C 2.89209 -0.13843 -1.45719 0.002
C 2.00548 -0.22496 -0.37364 0.007
N 0.83137 -0.82912 -0.44362 0.008
C 0.48492 -1.36756 -1.64193 -0.005
H -4.31154 -3.41811 -1.69695 0.000
H -3.27630 -2.49646 0.35414 0.003
H -3.00475 -3.43719 -3.81819 0.000
H -0.80927 -2.84614 -5.00736 0.000
H 1.42528 -1.83485 -4.88424 0.000
H 3.19672 -0.61800 -3.52301 0.000
H 3.83689 0.36498 -1.31877 0.000
H 2.26341 0.20809 0.58760 0.000
C 3.30439 -4.67101 2.20871 0.008
Ge 1.47122 -5.16312 1.76484 -0.002
C 1.43802 -6.22885 0.12471 0.038
C 0.59830 -6.13270 3.21258 0.012
C 0.48813 -3.50853 1.45311 0.430
H 3.90456 -5.56128 2.38436 0.000
H 3.33855 -4.05347 3.10335 -0.001
H 3.75724 -4.11366 1.39040 -0.001
H 1.97728 -7.16048 0.28422 0.000
H 1.91378 -5.69698 -0.69664 -0.003
H 0.41795 -6.47215 -0.16482 -0.002
H 1.11359 -7.07301 3.39549 0.001
H -0.43533 -6.35740 2.95587 -0.002
H 0.60617 -5.55415 4.13336 0.001
H -0.58478 -3.44381 1.58926 0.150
H 1.03593 -2.59389 1.24207 0.381
C -4.30595 2.33027 -2.07267 0.000
C -3.15224 3.21083 -2.53577 0.000
C -2.14996 2.47734 -3.42342 0.000
C -1.34182 1.40653 -2.69567 0.000
N -0.41775 1.99600 -1.73063 0.001
C -0.50660 1.96647 -0.38681 0.000
Se -1.79137 1.02626 0.60629 -0.001
N 0.51794 2.66347 0.13334 -0.001
C 0.76562 2.95129 1.54555 -0.001
C 0.46409 4.40663 1.88492 0.000
C -1.00756 4.78970 1.75197 0.000
C -1.88203 4.18796 2.84462 0.000
C 1.31446 3.13023 -0.90148 -0.001
C 2.51602 3.82902 -0.89622 0.000
C 3.09229 4.07838 -2.12692 0.000
C 2.49527 3.64849 -3.32028 0.000
C 1.30067 2.95416 -3.32571 0.001
C 0.72269 2.70112 -2.08825 0.002
H -5.07154 2.92105 -1.57351 0.000
H -3.98006 1.56281 -1.37071 0.000
H -4.77699 1.83630 -2.92348 0.000
H -2.63398 3.64314 -1.67420 0.000
H -3.54945 4.05751 -3.09867 0.000
H -1.46072 3.19153 -3.87742 0.000
H -2.67969 1.99302 -4.24741 0.000
H -0.74261 0.82067 -3.39435 0.000
H -1.98519 0.72573 -2.13643 0.000
H 1.81382 2.71048 1.73622 0.000
H 0.15469 2.25418 2.12084 0.000
H 1.08362 5.05489 1.26148 0.000
H 0.78796 4.56965 2.91521 0.000
H -1.37911 4.49712 0.76451 0.000
H -1.08393 5.87783 1.78584 0.000
H -1.91354 3.10018 2.78805 0.000
H -2.90675 4.54743 2.77027 0.000
H -1.50641 4.46533 3.82986 0.000
H 2.98267 4.15658 0.02111 0.000
H 4.02549 4.62076 -2.17223 0.000
H 2.98100 3.87061 -4.25939 0.000
H 0.84861 2.62022 -4.24806 0.000

(2)
99
Properties=species:S:1:pos:R:3:mulliken_charge:R:1 method="wB97M-V/def2-TZVPD" relative_energy_kj_mol=17.1 charge=-2
Cs -1.22797 -1.18005 0.79335 0.726
S 1.89045 -1.05999 -1.98532 -0.661
P 1.88827 0.81415 -1.23251 1.428
C 1.01196 1.13527 0.10971 -0.032
P 0.55022 2.19706 1.25931 1.751
S -1.01735 1.79719 2.44751 -0.645
C 0.21173 3.88620 0.55927 -0.537
C 1.26241 4.71510 0.17322 -0.174
C 1.02577 5.90410 -0.50440 -0.723
C -0.27437 6.28120 -0.81152 -0.436
C -1.33174 5.46895 -0.42041 -0.619
C -1.08882 4.28774 0.26539 -0.443
C 1.92145 2.64049 2.42050 -0.528
C 3.12479 1.95295 2.36943 0.036
C 4.16463 2.27866 3.23339 -0.658
C 4.00725 3.30126 4.15533 -0.471
C 2.80054 3.99408 4.21863 -0.639
C 1.76545 3.65987 3.35950 -0.460
C 1.44307 1.89311 -2.66133 -0.336
C 0.25274 2.60637 -2.63052 -0.106
C -0.12724 3.40275 -3.70427 -0.756
C 0.68635 3.49357 -4.82337 -0.517
C 1.88036 2.77737 -4.86743 -0.605
C 2.24905 1.98135 -3.79503 -0.460
C 3.66138 1.30324 -1.01935 -0.623
C 4.61408 0.35358 -0.65786 -0.250
C 5.90073 0.73515 -0.30661 -0.499
C 6.26322 2.07694 -0.33144 -0.538
C 5.32896 3.02987 -0.71546 -0.699
C 4.03979 2.64211 -1.05335 -0.214
H 2.28047 4.42290 0.40465 0.537
H 1.85840 6.53294 -0.79974 0.373
H -0.46127 7.20321 -1.35056 0.354
H -2.35163 5.75740 -0.64994 0.384
H -1.91083 3.65821 0.58714 0.399
H 3.23020 1.15997 1.63867 0.193
H 5.10189 1.73667 3.17307 0.424
H 4.81807 3.56103 4.82726 0.343
H 2.66877 4.79093 4.94214 0.365
H 0.81712 4.18202 3.41863 0.362
H -0.36667 2.52872 -1.74465 0.320
H -1.05549 3.96091 -3.65714 0.453
H 0.39549 4.11794 -5.66092 0.353
H 2.51725 2.83880 -5.74280 0.349
H 3.16957 1.40896 -3.83759 0.391
H 4.32428 -0.69147 -0.65921 0.256
H 6.62567 -0.01781 -0.01696 0.387
H 7.26745 2.37897 -0.05620 0.337
H 5.60306 4.07856 -0.74210 0.396
H 3.31178 3.39110 -1.34423 0.548
N -1.47379 -5.32011 1.52200 -0.329
C -2.35455 -5.18732 0.49711 0.490
N -3.35905 -6.06320 0.42377 -0.734
C -4.20991 -5.82407 -0.56483 0.533
N -5.31058 -6.64318 -0.65599 -0.582
N -4.10354 -4.86221 -1.48390 -0.646
C -3.05215 -4.06227 -1.30628 -0.367
N -2.14135 -4.17664 -0.35720 -0.150
C -2.92601 -2.89758 -2.23429 1.062
C -4.02691 -2.48641 -2.98092 -0.540
C -3.88947 -1.35654 -3.77114 -0.564
C -2.67040 -0.69950 -3.79858 -0.580
C -1.62702 -1.19034 -3.02568 -0.067
N -1.75514 -2.26508 -2.24858 -0.072
H -1.82679 -5.86502 2.29193 0.323
H -0.96628 -4.47645 1.78618 0.171
H -5.57386 -7.05133 0.22712 0.262
H -6.07012 -6.19621 -1.14514 0.268
H -4.95674 -3.02689 -2.89616 0.441
H -4.72995 -0.98019 -4.34116 0.352
H -2.52189 0.19625 -4.38784 0.452
H -0.65104 -0.71270 -3.00177 0.245
N 0.91208 -3.62175 0.19206 -0.178
C 2.24334 -3.47625 0.75953 -0.328
C 2.25211 -3.63814 2.27896 -0.902
C 1.33734 -2.65298 3.00821 0.547
N 0.00805 -3.24480 3.23963 -0.417
H 0.59774 -4.58339 0.17454 0.224
H 0.88010 -3.24242 -0.74950 0.084
H 2.57471 -2.46209 0.52006 -0.015
H 2.98713 -4.16054 0.32165 0.317
H 3.28334 -3.50292 2.62143 0.385
H 1.97218 -4.66102 2.56213 0.380
H 1.22324 -1.75394 2.39865 -0.666
H 1.80291 -2.32029 3.94374 0.344
H -0.63712 -2.55947 3.62076 0.103
H 0.08645 -3.97335 3.94141 0.232
N -3.86811 0.76503 -0.73796 -0.672
H -3.93397 -0.24803 -0.75800 0.212
H -4.17950 1.05471 0.18289 0.323
H -2.89486 1.04546 -0.80268 0.183
F -6.87882 -1.52843 2.50045 -0.239
C -5.55302 -1.52986 2.74130 0.398
F -5.38755 -1.74497 4.05889 -0.243
F -5.09073 -0.30092 2.46397 -0.194
S -4.68569 -2.80851 1.73153 1.357
O -5.29625 -4.04631 2.15572 -0.672
O -4.97683 -2.39709 0.37560 -0.657
O -3.30246 -2.63033 2.13251 -0.705

(3)
89
Properties=species:S:1:pos:R:3:mulliken_spin:R:1 method="wB97M-V/def2-TZVPD" relative_energy_kj_mol=89.6 spin_multiplicity=6 charge=+2
Fe 0.00085 -0.35292 0.82177 3.458
C -1.43492 -1.35479 3.57761 0.009
N -0.04449 -1.04572 3.22923 0.058
C 0.57489 0.01501 4.03843 0.010
C 0.98707 1.18668 3.20482 0.053
N 0.88251 1.24634 1.89688 0.052
C 1.51951 2.43770 1.51786 0.005
C 1.77490 2.97625 0.25976 -0.012
C 2.44742 4.17902 0.20930 -0.001
C 2.86894 4.83968 1.37533 0.001
C 2.63991 4.30765 2.62683 -0.001
C 1.96344 3.09357 2.66355 -0.007
N 1.60022 2.26716 3.72224 0.004
C -2.39112 -0.85745 2.54357 0.068
N -2.06045 -0.59473 1.29597 0.051
C -3.27583 -0.33930 0.62710 0.042
C -3.55696 -0.06940 -0.71285 -0.011
C -4.87939 0.10987 -1.06221 0.001
C -5.91401 0.02419 -0.11732 0.001
C -5.65430 -0.25777 1.20693 -0.001
C -4.31938 -0.44251 1.54629 -0.011
N -3.71324 -0.76724 2.75479 0.005
H -1.55521 -2.43910 3.63570 -0.002
H -1.70726 -0.96729 4.56259 0.000
H 0.49598 -1.89327 3.33350 -0.004
H -0.09225 0.33936 4.84045 0.001
H 1.47100 -0.37418 4.52933 0.001
H 1.48097 2.46118 -0.64170 0.012
H 2.66218 4.62586 -0.75243 0.000
H 3.39430 5.78076 1.28818 0.000
H 2.97689 4.80567 3.52571 0.000
H 1.79920 2.42563 4.69679 -0.001
H -2.78072 -0.01913 -1.45954 0.004
H -5.12807 0.31436 -2.09486 0.000
H -6.93564 0.17405 -0.43798 0.000
H -6.44761 -0.33993 1.93737 0.000
H -4.18379 -0.94868 3.62737 -0.001
N -1.47132 2.48434 0.06286 0.001
C -1.06126 2.54779 -1.24306 -0.030
C -1.12299 3.73945 -1.93566 0.003
C -0.74574 3.83889 -3.28106 -0.002
C -0.32051 2.73968 -3.97108 0.004
C -0.22510 1.50450 -3.30072 -0.005
C 0.17069 0.33250 -3.98352 0.005
C 0.24346 -0.85687 -3.31968 0.010
C -0.02045 -0.85889 -1.94472 0.057
N -0.36565 0.21021 -1.24834 -0.022
C -0.54461 1.40034 -1.91953 0.043
H -1.66982 1.60827 0.50218 0.015
H -1.88350 3.30091 0.47659 0.000
H -1.49618 4.61827 -1.42368 0.000
H -0.82316 4.79697 -3.77718 0.000
H -0.06651 2.79397 -5.02083 0.000
H 0.39602 0.39599 -5.04111 0.000
H 0.50933 -1.77886 -3.81712 -0.001
H 0.06323 -1.79208 -1.39521 0.026
C 4.64707 -1.71284 -0.60276 -0.001
C 4.13562 -0.30805 -0.28883 0.006
C 4.63706 0.16969 1.07203 0.002
C 4.56537 0.67498 -1.37224 0.000
N 2.65187 -0.23435 -0.28957 -0.020
N 1.99868 -1.14915 0.60731 0.106
H 5.73472 -1.71136 -0.66964 0.000
H 4.25897 -2.06756 -1.56110 0.000
H 4.38554 -2.43534 0.17498 0.000
H 5.71719 0.30934 1.04340 0.000
H 4.44506 -0.55810 1.86725 0.000
H 4.17376 1.12404 1.33138 0.000
H 5.64767 0.65646 -1.49240 0.000
H 4.25853 1.68819 -1.11095 0.000
H 4.12147 0.41351 -2.33679 0.000
H 2.30534 -0.44535 -1.22022 -0.003
H 2.40743 -0.97125 1.52156 0.012
H 2.20501 -2.12450 0.38476 0.014
C -0.40806 -3.83708 0.92853 0.561
C -1.17332 -3.86726 -0.23765 -0.042
C -2.54380 -3.49610 -0.22751 0.166
C -3.26532 -3.41387 -1.39214 -0.069
C -2.65391 -3.71856 -2.61538 0.166
C -1.32284 -4.16058 -2.64769 -0.057
C -0.59724 -4.23455 -1.48550 0.158
C -3.38540 -3.55660 -3.83709 -0.033
N -3.95510 -3.38723 -4.82091 0.090
H 0.62576 -4.15844 0.91770 -0.024
H -0.87411 -3.66571 1.88895 0.074
H -3.01986 -3.26346 0.71730 0.007
H -4.30296 -3.10845 -1.37783 0.000
H -0.88121 -4.44155 -3.59466 0.001
H 0.42954 -4.58082 -1.50978 -0.002